C21H12Cl68GaO | ωB97M-V with the def2-TZVPD basis set

The geometry in XYZ format:
```
103
Properties=species:S:1:pos:R:3:lowdin_charge:R:1
O -2.28 1.41 4.28 -0.168
C -3.12 0.29 4.03 -0.282
C -2.38 -1.04 3.87 -0.211
C -0.96 -0.92 3.28 -0.358
C -0.49 -2.16 2.52 -0.384
Ga 1.38 -1.79 1.74 0.202
H -1.75 1.19 5.06 -0.007
H -3.70 0.53 3.13 0.091
H -3.84 0.20 4.86 0.105
H -2.98 -1.69 3.22 0.105
H -2.31 -1.54 4.85 0.086
H -0.91 -0.06 2.60 0.064
H -0.24 -0.70 4.08 0.073
H -0.46 -3.04 3.19 0.031
H -1.21 -2.37 1.72 0.016
H 2.10 -3.11 1.24 -0.159
H 2.22 -1.11 2.96 -0.122
H 1.18 -0.66 0.59 -0.137
C -1.73 -0.11 -1.77 -2.020
Cl -1.99 0.22 -0.06 0.537
Cl -1.45 -1.83 -2.02 0.543
Cl -3.17 0.42 -2.68 0.459
Cl -0.33 0.81 -2.32 0.517
C 4.73 -3.76 -1.32 -2.036
Cl 5.18 -5.43 -1.71 0.450
Cl 5.21 -3.40 0.34 0.525
Cl 5.59 -2.67 -2.43 0.480
Cl 3.00 -3.55 -1.50 0.531
C 2.61 2.65 0.98 -2.031
Cl 2.39 3.85 2.27 0.501
Cl 3.48 1.26 1.61 0.516
Cl 1.05 2.15 0.36 0.486
Cl 3.56 3.40 -0.33 0.466
C -4.33 3.90 1.10 -2.007
Cl -3.24 3.42 2.39 0.613
Cl -4.24 2.74 -0.22 0.477
Cl -5.99 3.95 1.72 0.465
Cl -3.88 5.50 0.50 0.509
C -1.16 0.79 8.59 -2.035
Cl -1.50 2.52 8.38 0.528
Cl -2.53 0.03 9.40 0.497
Cl -0.91 0.05 7.01 0.613
Cl 0.29 0.59 9.58 0.529
C 6.51 -9.07 -0.24 -2.040
Cl 6.46 -7.73 0.89 0.529
Cl 8.20 -9.45 -0.63 0.495
Cl 5.73 -10.48 0.47 0.517
Cl 5.67 -8.63 -1.73 0.502
C 7.53 -4.52 -5.84 -2.047
Cl 7.61 -5.20 -7.47 0.498
Cl 7.56 -5.82 -4.65 0.519
Cl 8.92 -3.46 -5.58 0.505
Cl 6.05 -3.58 -5.66 0.522
C -4.83 3.60 -5.24 -2.035
Cl -4.41 2.10 -6.06 0.502
Cl -4.78 3.33 -3.51 0.502
Cl -3.67 4.86 -5.69 0.501
Cl -6.46 4.12 -5.73 0.524
C -3.15 -1.52 -7.50 -2.059
Cl -3.46 -1.08 -5.82 0.491
Cl -2.81 -3.25 -7.61 0.526
Cl -4.58 -1.14 -8.47 0.510
Cl -1.77 -0.60 -8.11 0.524
C -0.65 7.83 0.36 -2.053
Cl -1.54 7.75 1.88 0.511
Cl -1.75 8.35 -0.93 0.509
Cl 0.66 9.01 0.50 0.496
Cl 0.01 6.25 -0.02 0.528
C -9.40 3.03 3.83 -2.047
Cl -10.27 3.64 5.24 0.524
Cl -10.43 1.91 2.93 0.504
Cl -8.97 4.38 2.76 0.497
Cl -7.94 2.19 4.35 0.531
C -9.08 0.89 -0.89 -2.049
Cl -8.78 1.11 -2.61 0.524
Cl -9.20 -0.83 -0.52 0.525
Cl -7.76 1.60 0.04 0.500
Cl -10.61 1.68 -0.46 0.494
C 9.08 -11.39 3.23 -2.057
Cl 8.81 -9.64 3.27 0.523
Cl 7.83 -12.19 4.20 0.520
Cl 8.99 -11.96 1.57 0.497
Cl 10.67 -11.76 3.90 0.516
C 11.48 -6.52 -8.95 -2.060
Cl 13.24 -6.65 -9.07 0.516
Cl 10.83 -5.93 -10.48 0.516
Cl 10.80 -8.11 -8.59 0.519
Cl 11.06 -5.39 -7.66 0.502
C -4.50 1.60 12.80 -2.056
Cl -3.06 2.37 12.15 0.517
Cl -5.13 0.43 11.63 0.507
Cl -4.10 0.76 14.30 0.517
Cl -5.73 2.82 13.12 0.517
C 4.61 8.23 -0.89 -2.054
Cl 6.37 8.42 -1.00 0.520
Cl 3.84 9.13 -2.21 0.513
Cl 4.18 6.53 -1.01 0.503
Cl 4.04 8.87 0.65 0.499
C -3.76 7.63 -9.66 -2.058
Cl -2.09 8.05 -10.04 0.519
Cl -4.58 7.10 -11.14 0.515
Cl -3.80 6.34 -8.47 0.493
Cl -4.59 9.06 -9.02 0.518
```

Properties
- DFT total energy (eV) = -927914.5856
- net charge = -1
- highest occupied orbital energy (eV) = -4.89
- HOMO-LUMO gap (eV) = 6.1